# 1
C36H110N6NiO22 | ωB97M-V/def2-TZVPD

For the strongest force on any atom, the calculation gives 2.7 eV/A. Its total charge is +2. Its spin multiplicity is 3. The expectation value of S² is 2.003. The LUMO energy (spin up / spin down) is -3.9885 / -3.9897 eV. As for the frontier orbital gap (spin up / spin down): 7.6035 / 7.6023 eV.

Last column: Mulliken charge in e.
Atoms and positions in Å:
Ni (-1.2908, -0.3498, -0.4436)  1.058
O (-3.1200, 2.4231, 1.4947)  -0.557
H (-3.1178, 3.3788, 1.5490)  0.202
H (-3.5276, 2.1373, 2.3123)  0.191
O (-1.2271, 0.0351, -2.4566)  2.046
H (-1.1667, 0.7882, -3.0444)  -0.677
H (-1.7424, -0.6083, -2.9431)  -0.065
O (3.4357, -1.2373, -0.6735)  -0.457
H (3.9169, -1.4706, 0.1204)  0.199
H (4.1155, -1.0112, -1.3084)  0.228
O (-0.6367, 1.5328, 0.0777)  2.248
H (-1.3447, 2.1393, 0.2950)  -0.675
H (0.1009, 2.0976, -0.1529)  -0.598
O (0.7449, -0.9677, -0.7092)  2.423
H (0.7638, -1.6136, -1.4154)  -0.527
H (1.6559, -0.6902, -0.6133)  -0.577
O (-5.9736, -0.7894, -0.5116)  -0.644
H (-6.7617, -0.7827, -1.0548)  0.226
H (-6.0726, -1.5615, 0.0454)  0.378
O (-1.9389, -2.2043, -1.1254)  2.005
H (-1.4741, -3.0314, -0.9982)  -0.084
H (-2.7773, -2.4571, -1.5119)  -0.609
O (-3.2781, 0.3516, -0.3108)  -0.158
H (-4.1154, -0.0613, -0.5220)  0.088
H (-3.5088, 1.0826, 0.2624)  0.031
O (-1.1092, -1.1849, 1.6219)  2.035
H (-1.8747, -1.3341, 2.1768)  -0.744
H (-0.4410, -1.7748, 1.9710)  -1.268
O (-2.8777, -0.9946, 3.5660)  -0.466
H (-2.6012, -1.4426, 4.3654)  0.205
H (-3.3008, -0.1932, 3.8741)  0.217
C (6.4071, 2.7654, 8.3294)  -0.719
O (5.0084, 2.9034, 8.0154)  -0.314
C (4.6805, 4.2625, 7.7848)  -0.629
C (3.2746, 4.5021, 7.2482)  -0.877
N (3.1571, 3.8449, 5.9337)  -0.276
C (2.0588, 4.3435, 5.1684)  -0.996
C (1.7887, 3.5618, 3.8350)  0.220
O (0.9846, 2.3989, 4.0779)  -0.482
C (0.2248, 1.7873, 3.0170)  0.212
H (6.5758, 3.3037, 9.2621)  0.297
H (7.0020, 3.1466, 7.4994)  0.318
H (6.6759, 1.7108, 8.3893)  0.241
H (5.3615, 4.7333, 7.0758)  0.344
H (4.7263, 4.8291, 8.7148)  0.440
H (2.9980, 5.5548, 7.3076)  0.506
H (2.5658, 4.0363, 7.9328)  0.399
H (3.0156, 2.8744, 6.1748)  0.221
H (2.4099, 5.3388, 4.8960)  0.389
H (1.1904, 4.3756, 5.8264)  0.377
H (2.7381, 3.3009, 3.3674)  0.220
H (1.2742, 4.2495, 3.1638)  -0.006
H (-0.4495, 1.0256, 3.4082)  0.227
H (0.8973, 1.3632, 2.2713)  -0.107
H (-0.4047, 2.4838, 2.4632)  0.055
C (0.7647, -4.7576, -5.7567)  -0.929
O (0.8801, -3.5669, -4.9984)  -0.162
C (2.1189, -3.3173, -4.3602)  -1.053
C (1.7158, -2.4448, -3.2033)  0.095
N (0.7288, -3.0766, -2.3880)  0.558
C (1.1836, -4.0365, -1.4477)  -1.268
C (0.0599, -4.5764, -0.4822)  -0.217
O (-1.2170, -4.8089, -1.1281)  -0.116
C (-1.2576, -6.0473, -1.8741)  -1.048
H (0.6216, -5.6373, -5.1293)  0.305
H (1.6146, -4.7301, -6.4386)  0.375
H (-0.1952, -4.7869, -6.2725)  0.257
H (2.8869, -2.8924, -5.0065)  0.559
H (2.7052, -4.2053, -4.1239)  0.434
H (1.3614, -1.4815, -3.5702)  -0.326
H (2.5854, -2.1375, -2.6225)  -0.191
H (0.1008, -3.4705, -3.0740)  -0.273
H (1.9211, -3.6061, -0.7703)  0.173
H (1.5494, -4.9118, -1.9845)  0.545
H (-0.2097, -3.8773, 0.3094)  -0.441
H (0.4799, -5.4106, 0.0799)  0.675
H (-1.3672, -6.7688, -1.0644)  0.289
H (-0.4611, -6.3994, -2.5297)  0.327
H (-2.1715, -5.9648, -2.4624)  0.235
C (-3.6529, 5.3241, -5.0256)  -0.894
O (-2.6038, 4.3271, -4.9918)  -0.367
C (-3.1025, 3.0254, -4.8164)  -0.740
C (-1.9549, 2.0625, -5.1743)  -0.149
N (-0.8621, 2.2528, -4.2283)  -0.314
C (0.3985, 1.8206, -4.8430)  -1.319
C (1.4575, 1.7163, -3.6948)  0.666
O (1.8589, 2.9554, -3.1523)  -0.480
C (3.0958, 3.4822, -3.6567)  -1.044
H (-4.2442, 5.3016, -4.1102)  0.347
H (-4.2305, 5.3005, -5.9496)  0.338
H (-3.2545, 6.3372, -4.9704)  0.289
H (-3.9774, 2.8221, -5.4340)  0.658
H (-3.4978, 2.8994, -3.8085)  0.062
H (-1.6296, 2.2382, -6.1996)  0.533
H (-2.4203, 1.0790, -5.1085)  -0.236
H (-0.8026, 3.2517, -4.0913)  0.189
H (0.7964, 2.5597, -5.5383)  0.460
H (0.1460, 0.8998, -5.3688)  0.627
H (2.3879, 1.1660, -3.8352)  0.635
H (0.9654, 1.1226, -2.9244)  -1.117
H (3.2579, 4.4560, -3.1946)  0.298
H (3.0423, 3.5979, -4.7393)  0.353
H (3.9448, 2.8329, -3.4432)  0.369
C (-1.7468, -5.5817, 2.3944)  -0.884
O (-1.3709, -4.2799, 2.5917)  0.264
C (-0.7383, -4.0251, 3.8485)  -1.050
C (0.2418, -2.8475, 3.8796)  -0.385
N (1.2324, -3.1015, 2.8459)  -0.190
C (2.1233, -1.9571, 2.6077)  0.172
C (2.9765, -1.4965, 3.8777)  -0.883
O (4.0500, -2.4575, 3.9741)  -0.358
C (4.9140, -2.4110, 5.1433)  -0.805
H (-2.4137, -5.5766, 1.5323)  -0.039
H (-2.2422, -5.9761, 3.2816)  0.441
H (-0.9819, -6.3439, 2.2453)  0.387
H (-0.1356, -4.9085, 4.0589)  0.432
H (-1.5408, -3.8553, 4.5664)  0.414
H (0.7612, -2.7545, 4.8333)  0.518
H (-0.2137, -1.8594, 3.8136)  -0.128
H (1.7656, -3.8629, 3.2410)  0.417
H (1.5601, -1.1203, 2.1946)  -0.462
H (2.7349, -2.2839, 1.7668)  0.043
H (2.3274, -1.2636, 4.7219)  0.421
H (3.4883, -0.5654, 3.6341)  0.627
H (5.6194, -3.2418, 5.1582)  0.250
H (4.2602, -2.4975, 6.0111)  0.329
H (5.5509, -1.5266, 5.1596)  0.296
C (-1.8562, -2.0640, -4.8254)  -0.712
O (-2.8299, -1.3219, -4.0196)  -0.659
C (-4.1832, -1.6497, -4.3793)  -1.071
C (-4.5834, -2.9648, -3.6300)  -1.097
N (-4.5051, -2.8748, -2.1591)  0.047
C (-5.1410, -4.0845, -1.5729)  -1.283
C (-4.6436, -4.0913, -0.1118)  0.540
O (-5.4588, -3.1599, 0.6225)  -0.499
C (-5.0683, -3.1081, 2.0136)  -0.676
H (-1.7999, -3.1385, -4.6508)  -0.035
H (-0.8875, -1.6081, -4.6209)  -0.137
H (-2.1897, -1.9926, -5.8607)  0.660
H (-4.3341, -1.7321, -5.4556)  0.476
H (-4.9257, -0.9261, -4.0428)  0.451
H (-3.9433, -3.7500, -4.0324)  0.492
H (-5.5693, -3.0984, -4.0753)  0.470
H (-5.0085, -2.0258, -1.9447)  -0.037
H (-4.8524, -5.0505, -1.9874)  0.530
H (-6.2258, -4.0227, -1.6595)  0.383
H (-3.5706, -3.9311, -0.0062)  -0.569
H (-4.8808, -5.0741, 0.2957)  0.568
H (-5.5103, -2.2405, 2.5035)  0.260
H (-4.0110, -3.2106, 2.2578)  0.092
H (-5.5546, -4.0050, 2.3973)  0.388
C (6.1785, 4.6860, 0.7109)  -0.771
O (5.2415, 3.5850, 0.6872)  -0.325
C (4.0093, 4.0403, 0.0903)  -0.546
C (2.8801, 2.9283, 0.1635)  -0.816
N (1.5354, 3.2878, -0.3378)  0.759
C (0.8049, 4.3851, 0.2801)  0.419
C (-0.2798, 5.0354, -0.5835)  -1.501
O (-1.3059, 4.1312, -1.0065)  0.050
C (-2.5049, 4.7414, -1.4775)  -1.019
H (6.4500, 5.0149, -0.2922)  0.314
H (7.1093, 4.3993, 1.2002)  0.272
H (5.7741, 5.6051, 1.1349)  0.315
H (4.0994, 4.2726, -0.9709)  0.339
H (3.7025, 4.9733, 0.5630)  0.296
H (2.9202, 2.4610, 1.1474)  0.061
H (3.2100, 2.1062, -0.4717)  0.202
H (1.6114, 3.3053, -1.3448)  -0.125
H (1.4295, 5.1755, 0.6962)  0.516
H (0.3163, 3.9985, 1.1745)  -0.468
H (0.1902, 5.5481, -1.4228)  0.414
H (-0.7819, 5.7836, 0.0298)  0.601
H (-2.2036, 5.2389, -2.3994)  0.319
H (-2.9721, 5.4163, -0.7603)  0.486
H (-3.2363, 3.9806, -1.7503)  0.098

Atoms 1-2, force components in eV/Å:
Ni 0.66 -0.19 -0.04
O 0.03 -0.16 -0.14

# 2
C4H9N2 | ωB97M-V/def2-TZVPD

For the strongest force on any atom, the calculation gives 3.8 eV/A. Its total charge is +1. The value obtained for the energy above the lowest of the compared OMol25 structures with the same formula, charge and spin is 4.983 eV. The LUMO energy is -3.4178 eV. The structure (SMILES) is [H]/N=C1/C[C@H]1[NH2+]C. As for the frontier orbital gap: 8.7135 eV.

Last column: Mulliken charge in e.
Atoms and positions in Å:
H (-1.4548, -0.3674, 3.7570)  0.289
N (-0.7922, 0.1302, 3.2182)  -0.308
C (-0.4247, 0.6210, 2.2052)  0.267
C (0.2207, 1.4264, 1.1423)  -0.371
C (-0.6258, 0.3367, 0.4306)  -0.913
N (-0.0770, -0.8205, -0.2604)  -0.152
C (0.5101, -0.5012, -1.6413)  -0.762
H (-0.1107, 2.3906, 0.9096)  0.276
H (1.3039, 1.4687, 1.1202)  0.300
H (-1.5069, 0.7344, 0.1389)  0.618
H (0.5681, -1.1850, 0.3561)  0.373
H (-0.8587, -1.6023, -0.3261)  0.390
H (0.4488, -1.4464, -2.3370)  0.321
H (-0.1236, 0.1778, -2.0879)  0.375
H (1.5067, 0.0656, -1.5886)  0.298

Atoms 1-2, force components in eV/Å:
H -0.34 -0.86 -0.17
N 0.71 1.48 1.36

# 3
C58H62N5Os | ωB97M-V/def2-TZVPD

For the strongest force on any atom, the calculation gives 4.6 eV/A. Its total charge is +1. The LUMO energy (spin up / spin down) is -3.8661 / -3.8660 eV. As for the frontier orbital gap (spin up / spin down): 5.4868 / 5.4850 eV.

Last column: Mulliken charge in e.
Atoms and positions in Å:
Os (-0.2229, -0.2488, 0.0870)  0.813
C (1.3548, 3.5520, -2.1290)  -1.368
C (0.2073, 2.7889, -2.7961)  0.185
C (0.5151, 1.2957, -2.8544)  -0.920
C (-1.1363, 3.1105, -2.1701)  0.732
C (-2.0209, 3.8445, -2.9495)  -1.263
C (-3.2535, 4.2456, -2.4698)  -1.486
C (-3.5897, 3.9585, -1.1614)  -0.339
C (-2.7328, 3.2482, -0.3329)  0.839
C (-3.1536, 3.0184, 1.1001)  1.720
C (-3.5013, 4.3228, 1.8242)  -1.859
C (-4.3457, 2.0602, 1.1412)  -1.668
C (-1.5029, 2.7780, -0.8477)  -1.656
N (-0.6301, 2.0169, -0.0507)  1.101
C (0.1411, 2.6104, 0.8564)  0.314
C (1.0792, 1.8996, 1.6830)  0.501
N (1.2577, 0.5767, 1.6157)  0.971
C (2.2091, -0.0118, 2.4823)  -1.037
C (1.9152, -0.2203, 3.8490)  0.670
C (2.8459, -0.8583, 4.6569)  -0.584
C (4.0809, -1.2411, 4.1735)  -1.575
C (4.4048, -0.9462, 2.8648)  -1.143
C (3.4949, -0.3476, 2.0052)  0.735
C (3.9872, -0.0932, 0.5959)  0.112
C (3.9522, 1.3750, 0.1744)  -1.657
C (3.2313, -0.9647, -0.3983)  -1.984
C (0.6222, 0.2261, 4.4922)  1.669
C (-0.2154, -1.0048, 4.8438)  -1.603
C (0.8550, 1.0823, 5.7421)  -1.885
C (1.8379, 2.8800, 2.4488)  0.831
C (2.8960, 2.8434, 3.3294)  -0.047
C (3.4240, 4.0581, 3.8039)  -1.099
C (2.9401, 5.2846, 3.4210)  -1.108
C (1.8626, 5.3638, 2.5086)  0.742
C (1.2698, 6.5304, 1.9725)  -1.046
C (0.2546, 6.4255, 1.0537)  -1.226
C (-0.2399, 5.1901, 0.5976)  -0.059
C (0.3049, 4.0354, 1.1080)  0.776
C (1.3436, 4.1501, 2.0618)  -0.743
H (2.2464, 3.4894, -2.7490)  0.543
H (1.5891, 3.1341, -1.1542)  0.147
H (1.0982, 4.6006, -1.9952)  0.363
H (0.1468, 3.1398, -3.8325)  0.828
H (0.6629, 0.8810, -1.8452)  -0.259
H (1.4293, 1.1218, -3.4186)  0.586
H (-0.2988, 0.7678, -3.3366)  -0.029
H (-1.7263, 4.1218, -3.9520)  0.472
H (-3.9309, 4.8038, -3.0985)  0.423
H (-4.5304, 4.3084, -0.7657)  0.439
H (-2.3253, 2.5571, 1.6372)  -0.680
H (-4.3526, 4.8163, 1.3643)  0.334
H (-2.6583, 5.0105, 1.8172)  0.339
H (-3.7593, 4.1087, 2.8596)  0.495
H (-5.2086, 2.5052, 0.6558)  0.449
H (-4.6142, 1.8330, 2.1688)  0.479
H (-4.1052, 1.1267, 0.6377)  0.302
H (2.6035, -1.0439, 5.6913)  0.431
H (4.7952, -1.7295, 4.8162)  0.425
H (5.3932, -1.1801, 2.4966)  0.474
H (5.0368, -0.4076, 0.5704)  0.890
H (2.9337, 1.7137, 0.0049)  0.134
H (4.5107, 1.5057, -0.7512)  0.558
H (4.4040, 2.0029, 0.9390)  0.383
H (2.1514, -0.7455, -0.3504)  0.492
H (3.3886, -2.0130, -0.1569)  0.520
H (3.5736, -0.7838, -1.4149)  0.519
H (0.0672, 0.8363, 3.7798)  -0.513
H (0.3095, -1.6219, 5.5669)  0.415
H (-0.4073, -1.5988, 3.9533)  0.314
H (-1.1693, -0.7130, 5.2738)  0.496
H (1.3460, 0.5144, 6.5276)  0.347
H (-0.1009, 1.4283, 6.1307)  0.483
H (1.4647, 1.9541, 5.5135)  0.343
H (3.3461, 1.9213, 3.6588)  0.466
H (4.2547, 4.0135, 4.4934)  0.496
H (3.3881, 6.1920, 3.7971)  0.444
H (1.6328, 7.5007, 2.2779)  0.457
H (-0.1833, 7.3262, 0.6480)  0.496
H (-1.0191, 5.1810, -0.1470)  0.699
C (-0.5060, -5.2484, 0.8912)  -1.252
C (-1.6019, -5.8752, 0.0804)  1.588
C (-2.1741, -7.0756, 0.4867)  -0.778
C (-3.1596, -7.6962, -0.2584)  -0.671
C (-3.6045, -7.1205, -1.4369)  -0.672
C (-3.0632, -5.9202, -1.8564)  -0.737
C (-2.0733, -5.2972, -1.1052)  -0.237
N (-1.5259, -4.0753, -1.5819)  0.410
C (-1.4863, -2.9293, -0.8514)  0.093
N (-2.3677, -2.8926, 0.1635)  0.244
C (-2.5577, -1.9488, 1.1743)  0.491
C (-1.7591, -0.8030, 1.3071)  1.045
C (-2.0565, 0.0487, 2.3698)  -0.636
C (-3.0769, -0.2127, 3.2629)  -1.325
C (-3.8509, -1.3493, 3.1077)  -0.735
C (-3.6066, -2.2300, 2.0696)  1.428
C (-4.4481, -3.4671, 1.9109)  -1.732
N (-0.6772, -1.9364, -1.1546)  0.262
C (0.1447, -2.1599, -2.3042)  -1.737
C (1.3918, -2.7540, -2.1248)  0.885
C (2.2377, -2.9664, -3.1945)  -1.068
C (1.8038, -2.6560, -4.4728)  -0.819
C (0.5381, -2.1360, -4.6642)  -0.954
C (-0.3145, -1.8739, -3.5972)  1.562
C (-1.6847, -1.3203, -3.8658)  -1.635
H (0.0480, -6.0171, 1.4244)  0.580
H (-0.9092, -4.5551, 1.6313)  0.221
H (0.1887, -4.6972, 0.2596)  0.018
H (-1.8296, -7.5358, 1.4004)  0.465
H (-3.5693, -8.6375, 0.0735)  0.421
H (-4.3684, -7.6025, -2.0263)  0.413
H (-3.3982, -5.4569, -2.7729)  0.502
H (-1.0456, -4.0905, -2.4697)  0.298
H (-2.9764, -3.7005, 0.2154)  -0.067
H (-1.4697, 0.9448, 2.5094)  -0.334
H (-3.2667, 0.4670, 4.0783)  0.650
H (-4.6525, -1.5504, 3.8014)  0.367
H (-5.2170, -3.4867, 2.6785)  0.431
H (-3.8496, -4.3747, 2.0194)  0.323
H (-4.9487, -3.4898, 0.9409)  0.368
H (1.6776, -3.0457, -1.1264)  0.437
H (3.2191, -3.3858, -3.0385)  0.489
H (2.4452, -2.8350, -5.3194)  0.452
H (0.1969, -1.9207, -5.6656)  0.490
H (-1.6502, -0.6640, -4.7351)  0.551
H (-2.0752, -0.7652, -3.0110)  0.185
H (-2.3832, -2.1298, -4.0959)  0.363

Atoms 1-2, force components in eV/Å:
Os -0.27 -0.25 -0.61
C -0.14 0.02 -0.18